{"formula": "C5H6NO4S2", "method": "ωB97M-V/def2-TZVPD", "symbols": ["C", "C", "C", "C", "C", "N", "O", "O", "O", "O", "S", "S", "H", "H", "H", "H", "H", "H"], "coordinates": [[-0.606986, -0.558650, 0.002090], [-0.943950, 0.618377, 2.438829], [-0.380474, 0.470168, -1.053223], [1.047666, 1.077056, -1.097268], [-1.675230, -0.350051, 0.923021], [0.173524, -1.609488, 0.015875], [-0.626502, 1.653430, 1.927125], [-0.967097, 0.017045, 3.447708], [3.261729, -0.435792, -0.553403], [2.112011, -0.634651, -2.739064], [0.255122, -3.058380, 0.721583], [1.997484, -0.490716, -1.298107], [-0.738833, -0.267007, -1.885195], [-1.214001, 1.083066, -1.082536], [1.281902, 1.833339, -1.820073], [1.379647, 1.477695, -0.115526], [-2.379388, 0.316323, 0.541308], [-1.976623, -1.141765, 1.626857]], "forces_ev_per_a": [[0.3, -1.2, 1.8], [0.1, 0.7, -2.5], [0.2, -2.3, -1.6], [-0.6, -1.4, 1.7], [1.1, -1.8, 1.7], [0.1, 0.8, -0.1], [0.6, 1.7, 0.1], [-0.3, -1.3, 1.7], [-0.8, 0.0, -0.1], [-0.2, -0.5, -0.6], [0.0, 0.5, -0.2], [1.3, 0.8, 0.2], [1.6, 1.6, 0.1], [-1.1, 2.1, 0.5], [0.0, -0.1, -0.9], [-0.7, -0.4, -0.3], [-1.4, 1.0, -0.2], [-0.2, 0.0, -1.2]], "lumo_energy_ev": [1.91, 2.18], "e_above_lowest_kj_mol": 301.6, "e_tot_ev": -36630.9038, "max_force_ev_per_a": 2.85, "orbital_gap_ev": [5.9052, 6.0014], "total_charge": -1, "homo_energy_ev": [-4.0, -3.8]}